Entry 1:
A molecular structure, C48H36AsF6GaOP2S, computed with the ωB97M-V functional and the def2-TZVPD basis.

As for the expectation value of S²: 0.78. The calculation puts the HOMO-LUMO gap (alpha / beta) at 0.2492 / 0.1510 Eh. For the maximum force, the calculation gives 0.01432 Eh/bohr. The LUMO energy (alpha / beta) comes out at -8.85 / -11.51 eV. Its energy is -211315.3566 eV. The calculation puts the HOMO energy (alpha / beta) at -15.63 / -15.62 eV.

```
! RIJCOSX wB97M-V def2-TZVPD def2/J DEFGRID3
* xyz 3 2
Ga -0.883 -0.059 -0.660
O 0.809 0.327 0.762
S 1.755 -0.241 -0.281
C 3.111 0.819 -0.434
C 4.381 0.518 0.018
C 5.465 1.369 -0.209
C 5.227 2.532 -0.899
C 6.173 3.625 -1.306
C 5.290 4.673 -2.023
C 3.902 4.102 -1.972
C 2.709 4.588 -2.431
C 1.559 3.819 -2.209
C 1.532 2.584 -1.560
P -0.232 2.121 -1.339
C -0.883 3.087 0.038
C -0.040 3.806 0.881
C -0.579 4.533 1.933
C -1.951 4.549 2.140
C -2.794 3.824 1.304
C -2.263 3.084 0.260
C -1.106 2.559 -2.845
C -1.928 3.684 -2.926
C -2.538 3.998 -4.131
C -2.325 3.204 -5.249
C -1.494 2.093 -5.173
C -0.882 1.769 -3.975
C 2.783 2.042 -1.107
C 3.916 2.853 -1.319
C 2.222 -1.812 0.343
C 3.292 -2.507 -0.253
C 3.826 -3.648 0.307
C 3.295 -4.079 1.528
C 3.724 -5.175 2.443
C 2.773 -5.071 3.651
C 1.840 -3.963 3.305
C 0.790 -3.383 4.022
C 0.024 -2.425 3.382
C 0.248 -1.978 2.059
P -1.314 -1.345 1.290
C -2.623 -0.923 2.466
C -3.320 0.188 2.191
C -4.763 0.244 1.996
C -5.451 -0.754 1.423
C -5.008 -2.174 1.141
C -3.098 -2.375 2.548
C -2.564 -2.649 1.134
C -3.136 -3.821 0.409
C -3.838 -4.798 1.285
C -4.536 -4.320 2.312
C -4.564 -2.820 2.479
C -3.790 -2.434 0.260
C 1.493 -2.345 1.435
C 2.170 -3.426 2.053
H 4.548 -0.401 0.564
H 6.450 1.105 0.150
H 6.954 3.229 -1.956
H 6.677 4.038 -0.431
H 5.600 4.835 -3.056
H 5.324 5.646 -1.531
H 2.625 5.537 -2.941
H 0.629 4.242 -2.566
H 1.029 3.809 0.715
H 0.073 5.099 2.584
H -2.368 5.134 2.948
H -3.865 3.850 1.458
H -2.934 2.541 -0.401
H -2.084 4.325 -2.068
H -3.174 4.870 -4.196
H -2.802 3.457 -6.187
H -1.320 1.482 -6.049
H -0.223 0.912 -3.931
H 3.731 -2.104 -1.158
H 4.659 -4.153 -0.163
H 4.773 -5.050 2.725
H 3.666 -6.144 1.940
H 3.305 -4.853 4.581
H 2.219 -5.996 3.839
H 0.546 -3.694 5.029
H -0.826 -2.017 3.912
H -2.764 1.093 1.949
H -5.264 1.186 2.180
H -6.499 -0.560 1.222
H -5.862 -2.715 0.732
H -2.576 -2.931 3.328
H -2.637 -4.179 -0.478
H -3.786 -5.851 1.049
H -5.083 -4.958 2.991
H -5.167 -2.497 3.323
H -3.707 -1.984 -0.721
F -0.245 -2.118 -1.247
As -0.868 -2.178 -2.982
F 0.383 -1.041 -3.268
F 0.068 -3.514 -3.356
F -1.806 -0.613 -2.220
F -2.186 -3.050 -2.367
F -1.620 -1.856 -4.442
*
```

---

Entry 2:
A molecular structure, C4H6ClNOS at a distorted geometry, computed with the ωB97M-V functional and the def2-TZVPD basis.

The calculation puts the HOMO-LUMO gap at 0.3257 Eh. For the maximum force, the calculation gives 0.12874 Eh/bohr. The LUMO energy comes out at 0.13 eV. Its energy is -31135.5188 eV. The calculation puts the HOMO energy at -8.74 eV.

```
! RIJCOSX wB97M-V def2-TZVPD def2/J DEFGRID3
* xyz 0 1
C -0.404 0.637 0.102
C -0.213 -0.509 -1.037
C -1.235 -0.784 -1.835
C 1.153 -1.257 -1.048
H -1.661 2.624 1.097
H -2.536 0.041 0.227
H -2.149 -0.200 -1.703
H -1.340 -1.578 -2.750
H 1.157 -1.862 -1.929
H 1.858 -0.392 -0.911
N -1.551 0.673 0.759
O -2.044 1.594 1.624
S 0.797 1.835 0.137
Cl 1.372 -1.999 0.493
*
```

---

Entry 3:
2 unconnected molecules or ions with the total composition C2H8N2O at a distorted geometry, computed with the ωB97M-V functional and the def2-TZVPD basis.

As for the expectation value of S²: 0.76. The calculation puts the HOMO-LUMO gap (alpha / beta) at 0.3613 / 0.2620 Eh. For the maximum force, the calculation gives 0.14876 Eh/bohr. The LUMO energy (alpha / beta) comes out at -4.61 / -7.39 eV. Its energy is -7222.1472 eV. The calculation puts the HOMO energy (alpha / beta) at -14.44 / -14.52 eV.

```
! RIJCOSX wB97M-V def2-TZVPD def2/J DEFGRID3
* xyz 1 2
C 0.471 0.134 0.678
C 1.116 0.218 -0.443
N 2.506 0.224 -0.530
N -0.837 0.711 1.009
H 0.781 -0.523 1.408
H 0.677 0.360 -1.397
H 2.816 0.741 -1.362
H 2.986 0.602 0.318
H -0.999 1.732 0.573
H -0.875 0.857 2.010
H -2.742 -2.091 -0.242
H -1.944 -0.793 -0.422
O -2.738 -1.193 -0.707
*
```

---

Entry 4:
A molecular structure, C36H43N16O2S2Ti at a distorted geometry, computed with the ωB97M-V functional and the def2-TZVPD basis.

As for the expectation value of S²: 0.75. The calculation puts the HOMO-LUMO gap (alpha / beta) at 0.2563 / 0.2619 Eh. For the maximum force, the calculation gives 0.06438 Eh/bohr. The LUMO energy (alpha / beta) comes out at -0.46 / -0.51 eV. Its energy is -110750.7292 eV. The calculation puts the HOMO energy (alpha / beta) at -7.44 / -7.64 eV.

```
! RIJCOSX wB97M-V def2-TZVPD def2/J DEFGRID3
* xyz 0 2
Ti -0.783 -0.320 -0.304
C -2.758 0.403 3.534
C -2.520 1.744 3.853
C -1.395 2.330 3.292
C -0.655 1.696 2.263
C -1.128 0.482 1.734
C -2.115 -0.166 2.453
C 0.514 2.418 1.785
C 0.316 3.671 1.194
C 1.317 4.247 0.450
C 2.617 3.667 0.551
C 3.692 4.180 -0.228
C 4.868 3.428 -0.281
C 4.975 2.248 0.444
C 3.941 1.736 1.182
C 2.724 2.402 1.220
N 1.656 1.774 1.856
H -3.527 -0.137 4.120
H -3.094 2.277 4.626
H -1.031 3.279 3.655
H -2.457 -1.125 2.106
H -0.656 4.061 1.159
H 1.212 5.100 -0.143
H 3.561 5.055 -0.864
H 5.683 3.778 -0.895
H 5.908 1.660 0.496
H 3.964 0.809 1.695
N 1.988 1.174 -1.570
C 2.188 -0.067 -1.009
N 3.304 -0.793 -1.129
N 2.986 -1.918 -0.531
N 1.769 -1.885 -0.031
N 1.272 -0.681 -0.331
C 0.804 1.926 -1.588
N 0.748 3.092 -2.238
N -0.508 3.470 -2.169
N -1.172 2.631 -1.453
N -0.379 1.590 -1.109
H 2.806 1.652 -1.861
S 1.119 -3.757 3.526
C 2.799 -3.603 3.399
N 3.482 -2.981 2.410
C 4.966 -2.827 2.429
C 5.648 -3.932 3.173
C 4.988 -4.170 4.504
N 3.510 -4.295 4.301
H 2.880 -2.325 1.835
H 5.344 -1.866 2.894
H 5.238 -2.856 1.393
H 6.699 -3.583 3.241
H 5.759 -4.841 2.549
H 5.193 -3.250 5.153
H 5.350 -5.079 4.930
H 2.922 -4.693 5.071
C -2.531 -4.193 1.135
S -1.130 -3.190 1.018
C -0.047 -4.404 0.251
O -1.520 -2.202 -0.033
H -2.334 -5.138 1.624
H -2.877 -4.268 0.104
H -3.259 -3.627 1.736
H -0.227 -5.279 0.824
H 0.964 -4.032 0.296
H -0.417 -4.461 -0.759
C -7.635 1.786 -1.080
C -6.899 2.601 -0.066
C -6.285 3.851 -0.663
C -5.850 1.850 0.783
N -4.791 1.129 0.033
C -3.451 1.373 0.062
N -2.845 0.332 -0.425
N -3.796 -0.512 -0.827
N -4.954 -0.073 -0.571
H -8.391 2.449 -1.495
H -8.121 0.912 -0.661
H -6.914 1.508 -1.822
H -7.633 2.954 0.614
H -5.708 3.636 -1.528
H -5.691 4.458 0.092
H -7.076 4.471 -0.983
H -6.276 1.050 1.398
H -5.288 2.497 1.423
H -2.981 2.250 0.534
C -1.275 0.512 -4.210
C -0.375 -0.402 -3.494
O -0.621 -0.759 -2.345
C 0.762 -0.965 -4.242
C 1.182 -0.446 -5.487
C 2.327 -0.853 -6.143
C 3.121 -1.882 -5.545
C 2.783 -2.311 -4.220
C 1.612 -1.979 -3.599
H -2.063 0.758 -3.472
H -1.493 0.000 -5.117
H -0.663 1.390 -4.535
H 0.662 0.321 -6.006
H 2.603 -0.433 -7.120
H 4.104 -2.202 -5.898
H 3.489 -3.000 -3.719
H 1.275 -2.304 -2.604
*
```

---

Entry 5:
A molecular structure, C26H18HfN6S4 at a distorted geometry, computed with the ωB97M-V functional and the def2-TZVPD basis.

The calculation puts the HOMO-LUMO gap at 0.1083 Eh. For the maximum force, the calculation gives 0.02614 Eh/bohr. The LUMO energy comes out at -14.74 eV. Its energy is -80803.4413 eV. The calculation puts the HOMO energy at -17.69 eV.

```
! RIJCOSX wB97M-V def2-TZVPD def2/J DEFGRID3
* xyz 4 1
Hf 0.924 0.914 -0.020
N 4.175 -0.895 1.050
C 4.173 0.326 0.496
N 3.052 1.048 0.303
C 3.374 2.303 -0.267
C 4.697 2.458 -0.542
S 5.617 1.083 -0.085
C 2.348 3.345 -0.256
C 2.520 4.670 -0.519
S 1.178 5.608 -0.004
C 0.408 4.166 0.568
N 1.099 3.035 0.333
N -0.802 4.179 1.151
H 3.412 -1.195 1.641
H 5.067 -1.330 1.244
H 5.176 3.312 -0.979
H 3.368 5.142 -0.977
H -1.165 5.076 1.447
H -1.103 3.393 1.712
S -6.271 1.994 -0.101
C -6.736 3.606 -0.129
C -5.671 4.479 -0.286
C -4.446 3.825 -0.381
C -4.559 2.442 -0.292
C -3.549 1.434 -0.276
C -2.167 1.714 -0.395
N -1.199 0.782 -0.283
C -1.561 -0.539 -0.111
C -2.936 -0.910 -0.012
C -3.276 -2.288 0.181
C -2.325 -3.246 0.192
C -0.944 -2.923 -0.003
C 0.034 -3.902 -0.076
C 1.387 -3.558 -0.279
C 1.679 -2.181 -0.415
N 0.763 -1.203 -0.297
C -0.560 -1.552 -0.113
C 2.400 -4.558 -0.296
C 2.227 -5.935 -0.189
C 3.429 -6.635 -0.151
C 4.533 -5.811 -0.230
S 4.119 -4.175 -0.364
C -3.902 0.080 -0.092
H -7.772 3.880 -0.030
H -5.800 5.546 -0.326
H -3.520 4.355 -0.511
H -1.840 2.726 -0.614
H -4.314 -2.546 0.319
H -2.589 -4.281 0.340
H -0.251 -4.937 0.018
H 2.701 -1.892 -0.649
H 1.273 -6.430 -0.145
H 3.501 -7.705 -0.063
H 5.569 -6.102 -0.216
H -4.943 -0.196 -0.022
*
```

---

- Among the records above, which one has the highest maximum force?
  C2H8N2O